Entry 1:
The following is a DFT calculation (ωB97M-V/def2-TZVPD) of C2H17O8Y as an isolated structure.

Summary:
gap between HOMO and LUMO = 7.22 eV
highest occupied orbital energy = -7.42 eV
E_tot = -19776.02032 eV

```
! RIJCOSX wB97M-V def2-TZVPD def2/J DEFGRID3
* xyz 0 1
Y 0.60 -0.66 0.08
C -1.56 2.95 0.08
C -1.78 1.95 -1.03
O -1.20 0.72 -0.78
H -2.46 3.57 0.24
H -0.81 3.72 -0.15
H -1.36 2.48 1.04
H -1.35 2.38 -1.95
H -2.87 1.81 -1.15
O 1.89 -1.32 1.81
H 2.08 -1.65 2.69
O 2.71 -0.23 -0.60
H 3.18 0.33 -1.21
O -1.34 -2.13 0.19
H -1.92 -2.13 -0.58
H -1.74 -2.70 0.84
O 1.39 -3.03 -0.40
H 2.33 -3.20 -0.47
H 0.93 -3.76 -0.81
O 0.50 -1.08 -2.30
H -0.10 -1.56 -2.87
H 1.37 -1.08 -2.72
O 1.08 1.50 0.82
H 0.82 2.38 0.53
H 1.83 1.59 1.43
O -0.64 -0.39 2.09
H -0.06 -0.34 2.86
H -1.53 -0.13 2.34
*
```

Entry 2:
The following is a DFT calculation (ωB97M-V/def2-TZVPD) of a 8-piece molecular cluster, C2H17O9 overall.

Summary:
energy above the lowest of the compared OMol25 structures with the same formula, charge and spin = 0.000 eV
gap between HOMO and LUMO = 9.40 eV
highest occupied orbital energy = -6.35 eV
E_tot = -20780.92332 eV

```
! RIJCOSX wB97M-V def2-TZVPD def2/J DEFGRID3
* xyz -1 1
C -0.03 -0.91 -1.84
C -0.41 -0.40 -0.49
O -1.55 -0.69 -0.03
O 0.49 0.16 0.21
H 0.91 -0.65 -2.34
H -0.76 -0.58 -2.59
H 0.00 -2.00 -1.84
O -2.31 -3.14 -1.66
H -1.84 -3.35 -0.85
H -2.46 -2.19 -1.61
O -3.67 -0.54 1.94
H -3.33 0.31 1.63
H -3.26 -1.18 1.35
O 1.82 -1.30 2.36
H 1.77 -2.26 2.26
H 1.41 -0.95 1.55
O -0.24 0.81 3.32
H -0.70 1.19 2.57
H 0.48 0.32 2.92
O 2.64 1.93 -0.21
H 2.01 1.24 0.04
H 3.27 1.96 0.51
O 2.59 2.06 -3.19
H 2.47 1.78 -2.27
H 2.95 1.29 -3.64
O -1.11 2.45 0.77
H -0.48 3.07 0.41
H -0.65 1.59 0.72
*
```

Entry 3:
The following is a DFT calculation (ωB97M-V/def2-TZVPD) of a 7-piece molecular cluster, C2H18N2O7 overall.

Summary:
SMILES string = NCC(N)=O.O.O.O.O.O.O
energy above the lowest of the compared OMol25 structures with the same formula, charge and spin = 0.401 eV
gap between HOMO and LUMO = 10.11 eV
highest occupied orbital energy = -10.00 eV
E_tot = -19680.15750 eV

```
! RIJCOSX wB97M-V def2-TZVPD def2/J DEFGRID3
* xyz 0 1
N 0.95 -0.57 -1.79
C -0.49 -0.52 -1.35
C -1.12 0.78 -1.78
N -1.14 1.75 -0.85
O -1.69 0.92 -2.86
H 1.08 -1.43 -2.32
H 1.11 0.16 -2.49
H -0.99 -1.38 -1.77
H -0.50 -0.55 -0.26
H -0.66 1.66 0.04
H -1.57 2.65 -0.99
O -0.43 -0.68 3.76
H -1.30 -1.04 3.51
H -0.32 0.09 3.17
O 0.68 -2.16 1.41
H 1.35 -1.62 0.96
H 1.00 -2.15 2.32
O 0.60 1.86 -3.70
H 0.17 2.68 -3.44
H -0.12 1.26 -3.95
O -2.09 -1.97 1.90
H -2.18 -2.87 2.25
H -1.16 -1.97 1.61
O 2.23 0.09 0.59
H 3.05 0.49 0.90
H 2.06 0.06 -0.37
O 0.12 1.35 1.89
H 0.91 0.86 1.57
H 0.46 2.25 2.04
*
```

Entry 4:
The following is a DFT calculation (ωB97M-V/def2-TZVPD) of C2H20BeO8 as an isolated structure.

Summary:
energy above the lowest of the compared OMol25 structures with the same formula, charge and spin = 0.784 eV
gap between HOMO and LUMO = 9.15 eV
highest occupied orbital energy = -17.09 eV
E_tot = -19163.18172 eV

```
! RIJCOSX wB97M-V def2-TZVPD def2/J DEFGRID3
* xyz 2 1
Be -0.64 0.40 0.29
O -2.40 1.80 -0.85
H -3.30 1.77 -0.49
H -2.48 2.28 -1.68
O -2.44 0.52 1.97
H -2.75 1.33 2.39
H -3.14 -0.12 2.11
O -0.57 2.74 1.07
H -1.23 3.43 0.88
H 0.10 3.18 1.61
O 0.52 1.62 -1.50
H 0.71 1.59 -2.44
H 1.19 2.20 -1.12
O -0.46 -1.64 1.69
H 0.06 -2.03 2.40
H -1.28 -2.13 1.67
O -2.16 -1.35 -0.44
H -1.74 -2.05 -0.96
H -2.98 -1.75 -0.10
C 2.91 -0.16 0.59
O 1.74 0.64 0.91
H 3.73 0.22 1.20
H 2.76 -1.18 0.92
H 3.16 -0.03 -0.46
H 2.12 1.44 1.28
C 1.74 -2.20 -1.70
O 0.53 -1.44 -1.54
H 2.41 -2.32 -0.85
H 1.54 -3.23 -1.98
H 2.31 -1.80 -2.54
H 0.04 -1.72 -2.32
*
```

Entry 5:
The following is a DFT calculation (ωB97M-V/def2-TZVPD) of a 7-piece molecular cluster, C2H20NO7 overall.

Summary:
energy above the lowest of the compared OMol25 structures with the same formula, charge and spin = 0.000 eV
gap between HOMO and LUMO = 11.05 eV
highest occupied orbital energy = -13.71 eV
E_tot = -18215.27302 eV

```
! RIJCOSX wB97M-V def2-TZVPD def2/J DEFGRID3
* xyz 1 1
C -0.88 -1.57 0.26
O -1.24 -0.80 -0.89
C 0.68 -1.47 0.40
N 1.33 -0.85 -0.73
H -1.29 -2.55 0.03
H -1.24 -1.08 1.15
H -1.72 -0.01 -0.62
H 0.80 -0.97 1.35
H 1.12 -2.40 0.76
H 2.25 -0.43 -0.60
H 0.80 -0.03 -1.09
H 1.29 -1.41 -1.56
H 4.06 -1.23 1.23
H 3.86 0.30 1.48
O 3.60 -0.45 0.94
H 1.20 2.43 -2.10
H -0.31 2.15 -2.29
O 0.47 1.90 -1.78
H 1.44 0.28 -3.64
H 0.30 -0.69 -3.97
O 1.09 -0.58 -3.43
H -1.08 1.08 1.93
H 0.01 2.03 2.41
O -0.31 1.58 1.62
H -2.55 2.53 0.16
H -3.65 1.60 -0.31
O -2.83 1.61 0.19
H -2.74 -0.30 2.92
H -1.87 -1.30 3.58
O -1.89 -0.35 3.38
*
```

Entry 6:
The following is a DFT calculation (ωB97M-V/def2-TZVPD) of a 8-piece molecular cluster, C2H20O7S2 overall.

Summary:
gap between HOMO and LUMO (spin up / spin down) = 2.46 / 8.80 eV
highest occupied orbital energy (spin up / spin down) = -0.07 / -6.43 eV
E_tot = -38402.97371 eV

```
! RIJCOSX wB97M-V def2-TZVPD def2/J DEFGRID3
* xyz -1 2
C 1.82 -1.05 1.78
C 1.56 -0.60 0.36
S 2.74 0.63 -0.25
S 2.63 2.20 1.02
H 2.87 -1.29 1.96
H 1.23 -1.95 2.01
H 1.49 -0.31 2.49
H 0.55 -0.23 0.25
H 1.68 -1.42 -0.35
H 1.51 2.84 0.62
H -1.20 1.91 0.09
H -1.34 3.45 0.08
O -0.68 2.74 0.09
H -1.51 -2.45 1.45
H -1.45 -2.59 -0.08
O -2.04 -2.31 0.66
H -1.23 0.64 1.74
H -0.40 1.66 2.51
O -0.80 0.80 2.61
H -0.39 -0.92 -2.13
H -0.46 0.63 -2.50
O -1.00 -0.19 -2.35
H 0.05 2.57 -1.58
H 1.38 2.21 -2.31
O 0.42 2.26 -2.44
H -1.15 -3.06 -2.13
H 0.25 -3.43 -1.61
O -0.48 -2.78 -1.47
H -1.72 0.16 -0.89
H -2.29 -0.51 0.34
O -2.06 0.39 0.01
*
```

Entry 7:
The following is a DFT calculation (ωB97M-V/def2-TZVPD) of C2H21O9Sn as an isolated structure.

Summary:
energy above the lowest of the compared OMol25 structures with the same formula, charge and spin = 0.000 eV
gap between HOMO and LUMO = 7.57 eV
highest occupied orbital energy = -10.53 eV
E_tot = -26667.14729 eV

```
! RIJCOSX wB97M-V def2-TZVPD def2/J DEFGRID3
* xyz 1 1
Sn 0.02 0.54 0.21
C 0.04 -2.57 -1.91
C -1.16 -1.62 -2.25
O -1.50 -0.82 -1.16
H -0.41 -3.39 -1.33
H 0.79 -2.15 -1.28
H 0.43 -2.77 -2.85
H -2.06 -2.11 -2.51
H -0.88 -0.96 -3.12
O 0.01 -2.17 1.17
H -0.50 -2.59 1.90
H 0.00 -2.92 0.59
O 1.13 0.35 -2.23
H 0.86 -0.17 -2.98
H 0.79 1.23 -2.50
O -1.47 2.30 -1.06
H -2.22 2.02 -1.54
H -1.58 3.21 -0.77
O -2.08 -0.03 1.64
H -2.24 -0.05 2.56
H -2.58 -0.78 1.37
O 1.79 2.57 0.16
H 2.51 2.30 0.70
H 2.14 3.37 -0.27
O -0.60 2.77 1.75
H 0.19 2.75 2.29
H -1.41 2.74 2.28
O 0.64 0.47 2.98
H 0.32 0.49 3.93
H 1.27 -0.29 2.89
O 2.28 -0.39 0.39
H 2.37 -1.38 0.44
H 3.14 0.05 0.54
*
```

Entry 8:
The following is a DFT calculation (ωB97M-V/def2-TZVPD) of a 11-piece molecular cluster, C2H23O12 overall.

Summary:
energy above the lowest of the compared OMol25 structures with the same formula, charge and spin = 0.902 eV
gap between HOMO and LUMO = 9.55 eV
highest occupied orbital energy = -6.88 eV
E_tot = -27020.98402 eV

```
! RIJCOSX wB97M-V def2-TZVPD def2/J DEFGRID3
* xyz -1 1
C 14.02 -9.86 13.77
C 13.67 -9.74 15.23
O 13.18 -8.64 15.60
O 13.80 -10.76 15.94
H 13.15 -9.49 13.20
H 14.13 -10.84 13.31
H 14.80 -9.22 13.35
O 17.74 -10.19 11.87
H 17.38 -9.47 12.41
H 18.24 -10.73 12.48
O 16.46 -10.23 18.61
H 16.01 -9.86 19.38
H 15.81 -10.84 18.22
O 14.70 -7.04 17.50
H 14.30 -7.46 16.72
H 13.99 -7.05 18.15
O 10.43 -9.39 13.61
H 9.87 -9.65 14.35
H 11.32 -9.41 13.97
O 13.49 -13.68 15.21
H 13.59 -12.72 15.38
H 12.54 -13.81 15.10
O 14.18 -12.12 18.32
H 14.59 -12.95 18.04
H 14.22 -11.54 17.54
O 17.14 -8.31 14.70
H 17.40 -9.24 14.69
H 17.47 -7.98 15.54
O 14.14 -5.48 14.69
H 14.77 -5.99 15.21
H 13.34 -6.03 14.69
O 11.85 -9.29 17.96
H 12.43 -9.10 17.18
H 12.24 -10.07 18.37
O 10.82 -6.70 12.60
H 10.70 -6.27 13.45
H 10.90 -7.65 12.82
*
```

Entry 9:
The following is a DFT calculation (ωB97M-V/def2-TZVPD) of a 10-piece molecular cluster, C2H25NO9 overall.

Summary:
SMILES string = CCN.O.O.O.O.O.O.O.O.O
energy above the lowest of the compared OMol25 structures with the same formula, charge and spin = 0.000 eV
gap between HOMO and LUMO = 9.58 eV
highest occupied orbital energy = -9.40 eV
E_tot = -22396.74279 eV

```
! RIJCOSX wB97M-V def2-TZVPD def2/J DEFGRID3
* xyz 0 1
C 3.38 0.37 1.97
C 2.63 1.25 1.01
N 1.32 0.75 0.56
H 3.19 -0.66 1.66
H 4.44 0.39 1.97
H 3.02 0.50 3.02
H 2.52 2.27 1.39
H 3.22 1.36 0.12
H 0.93 0.13 1.25
H 0.72 1.50 0.29
O -0.82 3.79 1.03
H -0.90 4.16 0.13
H -0.08 4.14 1.55
O -0.23 -1.57 1.20
H -0.32 -1.95 0.32
H 0.16 -2.17 1.86
O -3.77 -0.40 -1.81
H -3.85 -1.04 -1.05
H -3.30 -0.99 -2.42
O 1.85 -2.62 -2.08
H 2.00 -1.84 -1.58
H 2.39 -2.46 -2.87
O -3.10 -1.12 0.55
H -3.41 -2.00 0.81
H -2.18 -0.99 0.71
O -0.94 -2.29 -3.05
H -0.05 -2.28 -2.62
H -1.30 -1.52 -2.60
O -0.89 0.63 3.06
H -0.52 1.13 2.35
H -1.43 -0.09 2.78
O -1.63 1.02 -1.30
H -2.12 1.78 -0.93
H -2.51 0.62 -1.57
O 0.58 -0.33 -1.98
H 1.01 0.16 -1.30
H 0.01 0.38 -2.43
*
```

Question: Which value of E_tot does entry 7 give?
Answer: -26667.14729 eV

Question: E_tot of number 8 (C2H23O12)?
Answer: -27020.98402 eV

Question: What is the formula in the second record?
Answer: C2H17O9

Copy entry 1 word for word.
The following is a DFT calculation (ωB97M-V/def2-TZVPD) of C2H17O8Y as an isolated structure.

Summary:
gap between HOMO and LUMO = 7.22 eV
highest occupied orbital energy = -7.42 eV
E_tot = -19776.02032 eV

```
! RIJCOSX wB97M-V def2-TZVPD def2/J DEFGRID3
* xyz 0 1
Y 0.60 -0.66 0.08
C -1.56 2.95 0.08
C -1.78 1.95 -1.03
O -1.20 0.72 -0.78
H -2.46 3.57 0.24
H -0.81 3.72 -0.15
H -1.36 2.48 1.04
H -1.35 2.38 -1.95
H -2.87 1.81 -1.15
O 1.89 -1.32 1.81
H 2.08 -1.65 2.69
O 2.71 -0.23 -0.60
H 3.18 0.33 -1.21
O -1.34 -2.13 0.19
H -1.92 -2.13 -0.58
H -1.74 -2.70 0.84
O 1.39 -3.03 -0.40
H 2.33 -3.20 -0.47
H 0.93 -3.76 -0.81
O 0.50 -1.08 -2.30
H -0.10 -1.56 -2.87
H 1.37 -1.08 -2.72
O 1.08 1.50 0.82
H 0.82 2.38 0.53
H 1.83 1.59 1.43
O -0.64 -0.39 2.09
H -0.06 -0.34 2.86
H -1.53 -0.13 2.34
*
```